[1]
C22H64N8O10 | wB97M-V/def2-TZVPD

Geometry as XYZ:
```
104
Properties=species:S:1:pos:R:3:forces:R:3
C -1.720 0.498 0.578 -0.67 -0.11 0.76
H -5.152 -5.934 -0.664 -0.11 0.04 -0.25
C -3.294 1.905 4.796 0.71 0.05 1.68
H 1.182 1.003 -4.642 0.38 -0.08 0.43
H 5.708 -2.844 -2.346 0.17 -0.51 0.12
H -4.002 -1.816 -1.077 0.30 -0.34 -0.34
C 3.993 2.769 0.121 -0.14 -0.20 0.02
H 0.317 1.693 0.928 0.38 -0.29 0.30
H 2.649 1.388 0.677 -0.23 -0.41 -0.41
H 1.097 0.872 3.719 0.14 -0.01 -0.24
O -4.851 -3.822 -2.482 -0.03 -0.21 0.51
H -5.391 -4.998 0.722 0.56 0.73 0.00
H 3.062 -0.122 6.312 -0.16 0.20 0.23
H -2.714 -3.427 -4.851 -0.09 -0.03 -0.03
O 2.818 3.594 -5.304 0.29 0.19 0.06
N -1.437 4.070 2.247 0.25 -0.36 0.10
H -2.616 2.075 3.953 -0.38 0.39 -0.23
C 1.166 2.064 -4.383 -0.86 0.07 -0.53
H 0.275 0.639 -1.589 -1.09 0.35 0.14
H 1.058 -0.701 -1.140 -0.18 -0.54 0.59
H 3.759 0.785 -0.546 -0.04 -0.05 0.08
H -5.803 -3.676 -2.554 0.04 -0.09 -0.04
C 4.690 -2.960 -1.962 0.04 0.67 0.05
H -6.520 -4.886 -0.535 0.10 0.65 -0.52
O 3.431 3.682 0.719 0.70 -0.28 -0.43
N 1.429 1.657 4.253 -0.70 -0.43 -0.04
H -3.664 3.947 5.323 -0.07 0.13 -0.36
C -0.328 -0.091 0.426 0.71 0.87 -0.39
H -3.093 -0.303 -2.852 0.23 0.59 -0.36
H -3.829 -2.561 0.471 -0.24 -0.33 0.17
H 3.782 -3.546 -3.809 0.11 -0.27 -0.13
N 2.339 0.117 5.662 -0.70 -0.81 0.20
O 1.540 -1.373 3.478 -1.05 -0.58 -1.16
C -2.570 -0.955 -3.550 0.25 -0.96 -0.11
H 5.659 3.689 -0.740 -0.24 0.15 0.02
C 2.517 2.768 -4.191 -0.84 -0.33 0.62
H -2.314 -1.838 -2.950 -0.14 -0.18 -0.11
H 3.293 2.004 -4.081 0.15 0.07 0.11
H 1.579 3.681 1.033 0.31 0.39 0.89
N 2.825 -1.718 1.651 -0.40 -0.84 -0.78
H 3.085 -1.457 -1.886 -0.04 -0.06 -0.22
H -5.431 -2.188 -0.243 0.01 -0.18 0.36
H 1.356 2.582 3.856 -0.11 0.15 0.58
C -0.080 4.015 2.340 1.55 1.98 1.40
H 4.599 -0.860 -1.286 0.42 -0.31 0.04
H -1.932 0.829 1.600 0.29 -0.29 0.16
H 5.577 -3.682 -0.325 0.09 0.03 -0.23
H 3.427 4.153 -2.798 0.03 0.01 -0.14
H -0.633 -0.960 -1.528 -0.07 0.33 -0.25
H -3.080 -2.776 -6.465 -0.43 0.09 0.15
C -4.431 -2.591 -0.438 -0.64 1.24 0.02
O 0.642 0.776 1.029 -0.29 0.26 0.09
H -1.931 1.398 -0.009 0.43 -0.19 -0.46
H 3.008 -4.400 -2.476 -0.19 0.88 0.50
H -1.633 -2.297 -5.656 0.00 0.13 0.14
H -3.509 -0.559 -5.457 -0.15 0.13 0.17
C 4.164 -1.509 -2.047 -0.54 -0.53 0.07
H 2.301 3.129 -1.987 -0.20 -0.45 -0.28
H 0.496 2.237 -3.539 0.14 -0.32 0.18
H -1.891 2.721 6.221 -0.07 0.00 0.22
H -2.497 -0.233 0.349 0.03 -0.03 -0.20
C -5.440 -4.919 -0.368 -0.21 -1.62 0.29
H -1.921 4.460 3.035 -0.15 0.00 -0.10
H -1.520 1.081 5.817 -0.08 -0.08 -0.09
N 3.450 1.510 0.072 -0.41 0.57 0.65
O 4.706 -3.395 -0.609 -0.24 0.02 0.59
H 0.609 2.483 -5.228 0.31 0.38 -0.01
O 2.410 2.343 6.190 -0.59 -0.81 -0.09
C -2.687 -2.534 -5.478 0.42 0.09 0.09
H -4.744 2.849 6.077 -0.23 -0.28 -0.16
H -0.189 -1.053 0.927 -0.46 0.09 0.13
C -3.402 -1.382 -4.746 -0.04 -0.68 -0.49
H -1.883 3.921 1.365 -0.37 0.06 0.05
C -2.356 1.755 6.025 0.23 -0.34 -0.74
H 3.163 3.039 -6.009 -0.06 0.04 -0.05
C 3.956 -3.980 -2.823 0.00 -0.33 -0.29
N 5.196 2.821 -0.540 -0.33 0.05 0.17
H 3.405 -2.450 1.282 0.24 0.34 -0.56
H 3.079 -0.755 1.556 0.04 0.13 0.30
N 0.578 3.684 1.203 -0.73 -0.95 -2.00
N 1.627 -3.456 2.564 -0.17 0.11 -0.57
C -4.248 3.045 5.126 0.41 0.04 -0.35
C 1.899 -2.116 2.559 1.30 0.45 2.24
H 1.729 4.442 -3.010 -0.17 -0.13 -0.23
H 0.054 3.741 0.340 0.00 0.06 0.08
H -4.973 3.203 4.328 -0.08 0.13 0.11
H -3.515 -4.361 -1.048 -0.03 -0.20 -0.37
O -4.709 -1.805 -4.354 0.34 0.59 0.24
O -4.067 0.741 4.559 -0.13 -0.30 -0.07
H 4.430 -1.110 -3.026 -0.24 0.09 -0.04
H -2.872 1.371 6.906 -0.19 0.22 0.00
H -4.617 -2.049 -3.420 -0.26 -0.36 -0.41
H -3.519 -0.027 4.751 -0.01 0.03 -0.05
H 5.295 2.068 -1.194 0.56 0.12 -0.22
H 4.530 -4.909 -2.892 0.44 0.31 -0.34
C 2.469 3.645 -2.934 0.79 0.54 -0.12
H 2.013 -0.577 4.992 0.46 0.33 0.37
C -4.524 -3.946 -1.093 0.24 0.21 0.46
H 1.131 -3.864 3.332 -0.07 0.17 0.11
C 0.051 -0.274 -1.027 1.10 -0.57 -0.64
O 0.545 4.364 3.349 -1.01 -0.82 -0.62
H -1.606 -0.630 -3.946 -0.10 0.69 0.42
C 2.011 1.424 5.469 1.90 1.54 -0.57
H 1.978 -4.058 1.843 -0.08 -0.03 -0.05
```
Forces are in eV/Å.

Computed properties:
SMILES string: NC(N)=O.NC(N)=O.NC(N)=O.NC(N)=O.CC(C)O.CC(C)O.CC(C)O.CC(C)O.CC(C)O.CC(C)O
Charge: 0
Max |F|, eV Å⁻¹: 2.88
ΔE to the lowest compared entry with this formula, charge and spin, eV: 0.804

Mulliken population analysis, charges in e, atoms 1 to 6: -1.19, 0.36, 1.49, 0.32, 0.34, 0.00



[2]
C22H65NO14S10 | wB97M-V/def2-TZVPD

Geometry as XYZ:
```
112
Properties=species:S:1:pos:R:3:forces:R:3
H -1.985 2.550 -4.496 0.22 -0.56 0.02
O 4.646 1.575 2.165 -1.04 -1.63 -0.73
H -3.780 -2.452 -2.340 0.31 0.39 0.01
C 3.278 -0.317 -2.612 0.90 -0.87 1.64
H -3.482 -2.704 -4.062 0.15 0.18 -0.06
C -4.953 0.892 1.374 1.07 -0.46 -0.15
H -0.307 -0.565 2.057 -0.07 0.26 -0.07
O -1.797 -3.542 -5.173 -1.63 -0.09 0.34
O 4.066 -4.428 1.369 1.19 1.06 0.96
C -1.526 3.325 -3.896 -0.31 0.41 0.15
H -1.469 -2.836 3.479 -0.73 0.82 -0.09
C -3.314 2.034 5.709 -0.35 -0.40 1.20
H 4.186 -3.618 -1.440 0.12 0.13 -0.19
H 4.541 -0.854 0.842 -0.43 0.20 0.33
H 2.091 -3.670 2.892 -0.27 0.17 -0.02
H -4.332 2.152 6.100 0.35 0.02 -0.02
H 4.352 -0.246 -2.380 -0.18 -0.15 -0.28
S -0.364 -3.775 -5.195 2.51 0.79 0.04
H 0.827 4.305 -6.425 -0.41 -0.21 0.26
S 2.861 0.656 -3.974 0.17 0.07 -1.29
H 2.737 -0.896 1.078 -0.53 0.50 -0.52
H 2.247 4.174 6.139 -0.49 -0.08 -0.09
H 4.141 -6.563 -1.429 -0.09 -0.38 -0.02
H 0.736 -2.645 2.276 0.14 -0.36 0.45
C -1.085 -2.657 4.477 1.83 -1.32 -0.50
H -1.691 -3.083 5.254 -0.60 0.44 0.29
O -0.297 -5.079 3.780 -0.81 -1.52 -1.23
O 1.389 0.507 -4.076 -0.63 0.27 -0.22
S 1.786 2.942 4.071 1.28 -1.15 -0.49
H -4.643 0.177 -1.858 -0.02 0.14 -0.03
H 0.469 0.991 4.444 0.38 0.09 0.46
S -0.298 -0.634 -0.247 -1.17 0.55 0.09
C -3.843 -1.987 -3.328 -0.68 -0.42 -0.29
H 0.229 3.553 -0.281 0.33 -0.20 -0.03
H -0.585 -6.042 -5.226 0.38 -0.23 0.73
H 2.666 -4.426 -1.906 0.11 -0.31 -0.02
H 0.401 0.928 1.398 0.08 0.29 -0.09
H -1.139 1.351 -1.143 -1.04 0.69 0.21
C -0.420 0.228 1.304 -0.22 -0.79 0.58
S -1.757 4.202 0.529 -1.46 -0.15 -0.92
H -6.036 0.806 1.501 0.26 0.19 0.24
S -2.975 -0.423 -3.514 2.42 -2.52 3.54
C -3.562 0.257 -1.958 0.61 0.41 0.48
H -4.894 -1.783 -3.536 -0.12 0.09 0.00
H 0.608 1.381 -1.025 0.29 0.06 0.13
H 3.368 4.473 4.794 -0.47 -0.44 0.25
C 0.430 -2.900 -3.792 -0.29 0.26 -0.01
H -2.271 3.783 -3.268 -0.38 0.02 0.40
H -0.561 -1.722 4.688 -0.79 0.12 -0.08
C 2.764 3.696 5.311 1.46 1.05 0.29
H 2.763 0.092 -1.744 -0.19 0.04 0.00
H 4.555 -0.700 -5.201 -0.08 0.00 0.18
O 2.865 1.572 0.958 -0.34 0.54 -0.20
C 4.552 -6.234 -0.482 0.14 0.61 0.07
H -0.641 3.101 -3.321 0.07 -0.75 0.34
N 3.753 0.988 1.537 0.16 1.06 -0.35
H 1.086 -5.556 -4.699 0.06 -0.24 0.11
H 0.427 3.916 1.482 0.20 0.03 0.12
C 3.671 -0.504 1.425 2.02 -0.11 1.99
C 0.408 3.721 -5.586 1.44 -0.31 -1.11
H 4.626 -7.026 0.284 0.33 0.32 -0.65
C 1.277 -2.989 3.183 0.09 -0.29 -1.01
O -2.240 2.778 0.481 0.32 0.09 0.09
H 0.292 5.236 0.199 0.06 -0.35 0.46
H -1.533 4.177 2.871 0.47 -0.36 0.34
H -4.628 2.552 2.571 0.27 0.29 0.82
O -4.388 0.801 3.696 -1.06 -0.66 1.09
S 0.264 -3.881 4.369 1.22 1.71 1.79
H 3.481 2.987 5.712 0.05 -0.29 -0.01
H -0.066 -3.091 -2.815 0.43 -0.18 -0.62
H -1.401 0.680 1.427 0.12 0.18 -0.11
H -0.175 0.457 -2.334 0.00 0.07 0.32
C -0.259 0.786 -1.289 0.65 -0.40 -0.97
H 1.737 -2.132 3.661 -0.03 0.20 0.32
O -1.890 4.724 -6.079 -1.12 0.14 -1.23
H 1.252 3.547 -4.910 -0.46 0.04 0.30
O 0.852 3.976 3.603 -1.21 0.58 -0.14
H 2.955 -1.364 -2.724 0.11 0.36 -0.11
H 3.237 -0.057 -6.228 0.20 0.25 0.11
H 3.817 -0.761 2.488 0.16 -0.55 -0.53
C 3.206 -3.943 -1.093 0.22 1.19 -0.98
C 3.489 -0.483 -5.255 -0.40 0.52 -0.26
C 0.937 1.745 5.096 -1.00 0.64 0.52
H -3.093 4.813 2.421 -0.38 -0.02 -0.39
H -0.283 -5.381 -3.532 -0.32 -0.66 1.03
H 2.845 -1.348 -5.168 0.12 -0.46 0.23
O -2.014 0.582 4.042 0.71 -0.16 0.04
C 0.020 -5.419 -4.546 -0.63 0.70 -1.71
H -2.622 1.760 6.501 -0.07 0.29 0.43
H -3.042 -0.250 -1.128 -0.35 -0.15 -0.35
C -2.047 4.789 2.154 0.08 0.48 0.69
H 2.600 -3.040 -0.860 0.31 -0.67 0.53
H -2.946 2.921 5.234 0.07 0.27 -0.65
H -1.651 5.799 2.197 0.09 0.20 0.10
H -3.111 1.614 2.343 -0.26 0.18 -0.33
S 3.418 -5.075 0.234 -2.87 -1.33 0.19
S -3.255 0.586 4.751 -0.51 -1.46 0.11
H -4.526 -0.094 1.216 -0.19 -0.45 0.13
H 5.453 -5.650 -0.672 0.42 -0.47 0.18
H 1.569 1.389 5.926 -0.12 -0.22 -0.70
H 0.019 2.778 -5.955 0.14 -0.26 -0.18
H -4.715 1.397 0.439 -0.18 0.44 0.09
C -0.001 4.227 0.538 0.28 0.34 -0.65
H -3.194 1.293 -1.903 -0.50 -0.15 -0.15
O -3.630 -0.554 5.574 0.36 1.76 -1.14
H 0.126 2.339 5.552 0.08 -0.30 -0.06
H 0.474 -1.825 -3.948 -0.57 0.23 -0.28
S -0.965 4.601 -4.960 0.78 1.37 1.08
O 1.074 -1.165 -0.277 1.60 -1.05 -0.09
O -3.534 0.313 -4.588 -1.95 2.09 -3.09
C -4.184 1.560 2.522 -0.48 0.19 -1.76
H 1.485 -3.163 -3.843 0.11 -0.56 0.37
```
Forces are in eV/Å.

Computed properties:
Charge: 0
Energy, eV: -162364.27217
Max |F|, eV Å⁻¹: 4.97

Mulliken population analysis, charges in e, atoms 1 to 6: 0.25, -0.59, 0.29, 0.19, 0.33, -1.52